[1]
16
Properties=species:S:1:pos:R:3:forces:R:3:nbo_charge:R:1 method="wB97M-V/def2-TZVPD" spin_multiplicity=2 homo_ha="-0.231 / -0.281" orbital_gap_ev="6.02 / 7.38" relative_energy_kj_mol=12.3 energy_ev=-11072.742
C -2.372 3.218 -0.925 -0.01 -0.47 0.60 0.02
C -0.829 3.189 -1.931 0.58 -0.35 0.26 0.03
O 0.144 3.004 -1.104 -0.04 0.01 -0.23 -0.76
O -2.348 2.167 -0.176 -0.13 0.24 -0.05 -0.76
H -3.128 3.269 -1.735 0.12 0.01 0.08 0.12
H -2.189 4.199 -0.441 -0.06 -0.13 -0.12 0.12
H -0.910 4.174 -2.433 -0.03 -0.13 0.07 0.12
Rb 0.060 1.174 1.207 -0.38 0.42 -0.74 0.98
O 1.781 -2.024 1.751 0.10 -0.69 -0.13 -0.56
C 2.194 -3.166 1.805 0.15 0.95 0.56 0.45
C 1.542 -4.339 1.171 -0.50 -0.15 -0.51 -0.74
H 3.109 -3.376 2.398 -0.05 0.07 -0.11 0.11
H -1.110 2.340 -2.593 0.03 0.25 0.15 0.12
H 2.126 -5.255 1.308 -0.21 0.21 -0.06 0.23
H 1.398 -4.122 0.100 0.08 -0.18 0.31 0.25
H 0.532 -4.452 1.597 0.34 -0.07 -0.07 0.25

[2]
12
Properties=species:S:1:pos:R:3:forces:R:3:nbo_charge:R:1 method="wB97M-V/def2-TZVPD" spin_multiplicity=1 homo_ha=-0.324 orbital_gap_ev=7.94 relative_energy_kj_mol=242.6 energy_ev=-17021.526
C -2.148 -0.188 0.061 0.09 -0.35 0.97 -0.41
N -0.720 -0.298 -0.231 -0.75 2.75 -0.80 -0.41
N -0.015 0.848 -0.114 -1.48 0.20 -0.02 -0.17
C 1.252 0.900 -0.038 1.57 -0.36 0.24 -0.08
C 2.190 -0.234 -0.066 -0.15 0.39 -0.08 -0.33
S 3.805 -0.093 -0.017 -0.47 -0.02 0.03 0.07
H -2.683 -1.069 -0.292 0.23 -0.05 -0.24 0.20
H -2.366 -0.134 1.158 0.27 0.22 -0.75 0.18
H -2.551 0.682 -0.443 0.09 0.11 0.03 0.22
H -0.237 -1.073 0.058 0.90 -2.50 0.82 0.35
H 1.732 1.879 0.085 -0.42 -0.25 -0.20 0.20
H 1.741 -1.219 -0.161 0.12 -0.15 -0.01 0.18